{
  "formula": "C4H6O",
  "method": "ωB97M-V/def2-TZVPD",
  "spin_multiplicity": 1,
  "total_charge": 0,
  "species": ["O", "C", "C", "C", "C", "H", "H", "H", "H", "H", "H"],
  "positions_angstrom": [[2.366701, 0.604842, 0.149761], [1.391560, 0.272626, -0.496598], [-0.094171, -0.312806, 0.669526], [0.048317, 0.841432, -0.359747], [-1.186857, -0.961679, 0.305902], [1.356893, -0.584519, -1.204808], [0.259422, -0.120161, 1.680543], [-0.158645, 1.746746, 0.220319], [-0.648154, 0.766966, -1.208939], [-1.997642, -1.080928, 0.994282], [-1.337428, -1.172514, -0.750241]],
  "atomic_forces_ev_per_a": [[0.13, -0.30, -0.21], [1.00, 1.27, -1.10], [-2.32, 0.96, 0.23], [1.05, 0.09, -0.12], [-0.57, -0.82, 0.44], [0.47, 0.04, 0.13], [-0.27, 0.00, -0.21], [0.62, -0.03, -0.30], [0.53, -0.13, 0.46], [-0.19, -1.49, 0.49], [-0.47, 0.41, 0.19]],
  "nbo_charge": [-0.60, 0.38, -0.21, -0.48, -0.30, 0.11, 0.23, 0.24, 0.22, 0.21, 0.19]
}

{
  "formula": "C30H41BF10N2O13S",
  "method": "ωB97M-V/def2-TZVPD",
  "spin_multiplicity": 1,
  "total_charge": 0,
  "smiles": "CCCN[C@]1(OC(=O)c2ccccc2)[C@H](CCN)C(=O)O[C@]1(B(O)CC)S(=O)(=O)F.CCOC(=O)C(F)(F)F.CCOC(=O)C(F)(F)F.CCOC(=O)C(F)(F)F",
  "species": ["C", "C", "C", "N", "C", "O", "C", "O", "C", "C", "C", "C", "C", "C", "C", "C", "C", "N", "C", "O", "O", "C", "B", "O", "C", "C", "S", "O", "O", "F", "H", "H", "H", "H", "H", "H", "H", "H", "H", "H", "H", "H", "H", "H", "H", "H", "H", "H", "H", "H", "H", "H", "H", "H", "H", "H", "C", "C", "O", "C", "O", "C", "F", "F", "F", "H", "H", "H", "H", "H", "C", "C", "O", "C", "O", "C", "F", "F", "F", "H", "H", "H", "H", "H", "C", "C", "O", "C", "O", "C", "F", "F", "F", "H", "H", "H", "H", "H"],
  "positions_angstrom": [[0.593540, 2.523403, 1.291778], [-0.821359, 2.446884, 1.873901], [-1.333372, 1.002693, 2.042284], [-2.618110, 0.858356, 1.322797], [-3.005523, -0.448411, 0.906159], [-2.000633, -1.204891, 0.259994], [-1.344570, -0.639478, -0.783189], [-1.748559, 0.281416, -1.424099], [-0.054268, -1.321323, -1.093970], [1.167795, -0.785256, -0.694878], [2.330756, -1.485485, -1.006560], [2.271097, -2.694727, -1.692325], [1.046336, -3.221712, -2.101682], [-0.120658, -2.527639, -1.793412], [-4.366702, -0.288217, 0.191257], [-4.624866, 1.012960, -0.604440], [-5.176434, 0.725878, -2.000716], [-6.484562, 0.055090, -1.987780], [-5.366645, -0.299779, 1.354375], [-6.502120, 0.004816, 1.373414], [-4.719638, -0.757429, 2.466036], [-3.560327, -1.438456, 2.013511], [-4.062980, -2.894202, 1.491631], [-5.373714, -3.201087, 1.682952], [-3.125760, -3.968388, 0.829151], [-3.334513, -4.011651, -0.708764], [-2.488817, -1.776390, 3.425170], [-2.861277, -0.924486, 4.496165], [-1.129194, -1.851385, 3.036180], [-2.951522, -3.215167, 3.809385], [1.213677, 1.677575, 1.575564], [1.101329, 3.443811, 1.561515], [0.513258, 2.538028, 0.204103], [-1.488277, 2.947713, 1.174767], [-0.878352, 3.009001, 2.803683], [-0.577151, 0.326696, 1.660478], [-1.463747, 0.812079, 3.104490], [-3.330333, 1.255466, 1.923816], [1.204932, 0.154424, -0.167198], [3.285088, -1.092957, -0.688289], [3.169511, -3.249901, -1.915844], [0.979593, -4.163127, -2.624560], [-1.080270, -2.916330, -2.099130], [-4.636688, -1.076897, -0.511855], [-5.359709, 1.657697, -0.126732], [-3.729702, 1.602505, -0.745135], [-5.284299, 1.694788, -2.490809], [-4.419772, 0.184753, -2.571894], [-6.745485, -0.251242, -1.057192], [-6.428246, -0.777295, -2.559767], [-5.753123, -3.653287, 0.921840], [-3.351873, -4.959374, 1.217149], [-2.070193, -3.775928, 1.013770], [-3.688883, -3.063580, -1.112351], [-4.033133, -4.792240, -1.000121], [-2.404007, -4.231526, -1.220407], [9.373950, -4.723380, -2.176342], [8.547113, -4.536678, -0.923161], [7.145296, -4.397059, -1.232591], [6.490954, -5.520031, -1.484214], [6.936992, -6.627989, -1.479603], [5.010277, -5.202371, -1.753900], [4.886786, -4.172965, -2.616093], [4.396811, -4.879262, -0.609887], [4.379743, -6.245831, -2.277011], [9.193058, -3.907170, -2.876358], [10.434177, -4.748309, -1.928339], [9.115836, -5.652338, -2.683143], [8.825220, -3.613814, -0.419446], [8.690735, -5.354498, -0.218298], [5.472571, 1.940324, 5.714725], [4.671321, 3.217435, 5.841073], [4.824466, 4.053279, 4.675877], [4.101320, 3.716125, 3.620104], [3.340737, 2.797762, 3.536479], [4.345110, 4.722432, 2.481769], [5.649954, 4.961775, 2.314432], [3.740757, 5.885448, 2.759567], [3.855626, 4.262540, 1.334256], [6.520061, 2.167205, 5.513717], [5.406119, 1.360765, 6.634467], [5.106848, 1.326492, 4.892538], [5.036564, 3.813286, 6.674295], [3.615315, 3.016127, 6.016164], [-2.256859, 3.378524, -2.663014], [-2.969105, 4.696453, -2.456371], [-2.781026, 5.583303, -3.577866], [-3.542938, 5.349783, -4.635182], [-4.363329, 4.488495, -4.750781], [-3.250828, 6.398140, -5.723159], [-1.934725, 6.560745, -5.901762], [-3.770767, 7.582694, -5.372003], [-3.785968, 6.036443, -6.884193], [-1.199180, 3.544282, -2.871735], [-2.344611, 2.753646, -1.777286], [-2.672934, 2.832860, -3.509452], [-2.553561, 5.220991, -1.598505], [-4.033811, 4.554925, -2.270997]],
  "atomic_forces_ev_per_a": [[-0.32, 0.17, -0.36], [0.16, 0.02, -0.20], [-0.07, 0.97, 0.04], [1.28, -0.54, 0.50], [-1.34, -0.84, 0.24], [0.24, 0.61, -0.06], [0.61, -0.03, -0.39], [-0.51, 0.50, -0.02], [-0.08, -0.62, 0.16], [-0.12, -0.48, -0.38], [-0.23, -0.06, 0.04], [-0.24, -0.16, -0.14], [-0.15, 0.63, 0.43], [0.44, 0.08, 0.07], [-0.79, 1.56, -0.42], [-0.18, 0.02, -0.83], [-0.04, 0.45, 0.25], [0.44, -0.42, -0.13], [1.39, -1.02, -0.06], [-1.11, 0.55, -0.12], [-0.13, 0.18, 0.70], [-0.23, -0.77, 0.25], [0.69, -1.05, -0.26], [-0.27, 1.16, -0.47], [0.26, 0.30, -0.55], [0.01, -0.02, 0.06], [0.26, 1.97, 0.35], [-0.19, -0.18, 0.21], [0.06, -0.65, -0.36], [-0.18, -0.40, -0.08], [0.13, 0.02, 0.22], [0.11, 0.04, 0.16], [0.14, -0.19, -0.12], [-0.15, 0.11, 0.01], [-0.01, -0.13, 0.20], [-0.16, -0.31, -0.12], [0.11, -0.28, 0.11], [-0.29, 0.02, -0.26], [0.03, 0.08, 0.07], [0.09, 0.03, -0.02], [-0.14, 0.31, 0.07], [0.12, -0.07, -0.10], [-0.06, 0.01, -0.03], [0.34, -0.55, 0.30], [-0.03, -0.08, 0.39], [0.27, -0.14, 0.26], [-0.01, 0.06, -0.14], [-0.04, -0.24, -0.05], [-0.07, 0.19, 0.07], [-0.26, 0.00, -0.07], [-0.01, -0.60, 0.34], [-0.03, -0.04, 0.24], [0.04, 0.07, 0.14], [-0.06, 0.07, -0.09], [-0.20, 0.03, 0.00], [0.10, -0.11, 0.00], [-0.22, -0.08, -0.22], [0.54, 0.05, 0.09], [-0.16, 0.04, 0.03], [0.36, 0.02, 0.09], [-0.15, -0.06, -0.04], [-0.16, -0.02, -0.28], [0.20, -0.25, 0.18], [0.06, 0.10, 0.02], [0.08, -0.05, 0.00], [0.07, 0.07, 0.06], [0.00, 0.02, 0.04], [0.04, -0.05, 0.08], [-0.19, 0.07, -0.02], [-0.15, -0.10, -0.08], [0.07, -0.01, -0.31], [0.03, -0.27, 0.47], [-0.01, 0.14, -0.09], [-0.01, -0.14, 0.34], [-0.04, 0.03, -0.15], [0.09, 0.13, -0.25], [-0.03, -0.02, 0.02], [-0.01, -0.03, 0.05], [-0.03, -0.03, 0.05], [0.01, 0.02, 0.11], [-0.01, 0.03, 0.03], [-0.09, -0.02, 0.05], [0.05, 0.16, -0.13], [-0.04, 0.00, -0.19], [0.06, 0.05, -0.33], [0.03, -0.33, 0.47], [-0.01, 0.15, -0.08], [-0.02, -0.17, 0.34], [-0.03, 0.06, -0.15], [0.08, 0.12, -0.25], [-0.03, -0.01, 0.02], [-0.01, -0.03, 0.05], [-0.03, -0.03, 0.05], [0.02, 0.02, 0.11], [0.05, 0.01, 0.04], [-0.09, -0.03, 0.06], [0.06, 0.17, -0.13], [-0.04, 0.02, -0.19]],
  "mulliken_charge": [-1.23, -0.40, -0.45, 0.04, -0.38, 0.26, 0.16, -0.37, 0.23, -0.37, -0.99, -0.13, -0.89, -0.31, 0.23, -0.99, -0.82, -0.68, 0.16, -0.58, -0.46, 1.04, -0.15, -0.60, -0.38, -0.81, 1.18, -0.67, -0.55, -0.23, 0.35, 0.39, 0.29, 0.13, 0.41, 0.36, 0.37, 0.47, 0.44, 0.45, 0.48, 0.45, 0.61, 0.02, 0.55, 0.03, 0.45, 0.22, 0.38, 0.28, 0.35, 0.51, 0.23, 0.10, 0.43, 0.27, -1.10, -0.23, -0.29, 0.14, -0.52, 1.23, -0.30, -0.26, -0.25, 0.31, 0.38, 0.32, 0.31, 0.33, -1.09, -0.22, -0.34, 0.35, -0.49, 0.93, -0.26, -0.27, -0.22, 0.31, 0.37, 0.31, 0.32, 0.32, -0.39, -0.40, -0.32, 0.33, -0.52, 0.92, -0.25, -0.25, -0.24, 0.43, -0.28, 0.33, 0.37, 0.34]
}

{
  "formula": "C7H10O2",
  "method": "ωB97M-V/def2-TZVPD",
  "spin_multiplicity": 1,
  "total_charge": 0,
  "smiles": "C=C1[C@@H](O)[C@@H](O)[C@H]2C[C@H]12",
  "species": ["C", "C", "C", "C", "C", "C", "C", "H", "H", "H", "H", "H", "H", "H", "H", "H", "H", "O", "O"],
  "positions_angstrom": [[-0.567418, 1.147621, 0.553047], [0.978018, 0.645218, 0.556130], [0.896778, -0.776306, -0.022549], [1.816258, -1.659578, -0.025048], [-0.525116, -0.738533, -0.655476], [-1.849504, -1.157181, -0.448734], [-1.420086, -0.071385, 0.544664], [-1.458326, 2.565728, -0.499198], [-0.930672, 1.629627, 1.507454], [1.703759, 0.711163, 1.623637], [1.426956, 1.777929, -1.069700], [1.960289, -2.650653, -0.753364], [2.805088, -1.269940, 0.404548], [-0.655971, -0.006349, -1.385343], [-2.104166, -1.943662, 0.418594], [-2.540207, -0.935780, -1.237505], [-1.130486, -0.577633, 1.530957], [-0.495499, 2.147976, -0.571558], [2.090313, 1.161734, -0.470563]],
  "atomic_forces_ev_per_a": [[1.52, 3.07, 0.43], [4.48, -1.01, 1.29], [-4.88, 1.63, -0.24], [4.87, -3.40, -1.72], [2.15, -1.24, 1.82], [-2.00, -2.51, 3.45], [1.71, -0.66, -0.11], [3.10, -0.99, -0.67], [1.30, 0.35, -0.91], [-2.77, -0.17, -2.88], [2.73, -1.97, 1.89], [-0.95, 2.75, 2.30], [-1.38, -1.06, -0.36], [0.93, 1.23, -1.50], [0.27, 0.96, -3.01], [-0.58, -0.30, -0.05], [-0.51, 0.66, -1.34], [-4.48, -0.17, 1.97], [-5.50, 2.83, -0.38]],
  "nbo_charge": [0.06, 0.03, -0.04, -0.38, -0.22, -0.34, -0.34, 0.49, 0.20, 0.22, 0.49, 0.22, 0.21, 0.22, 0.24, 0.23, 0.20, -0.75, -0.74]
}

Result set for orbital gap: 9.186; 9.554; 9.080 eV, one per record in the order listed.